Entry 1:
Computed, not measured: a 2-piece molecular cluster, CFNO2S2 overall, with the ωB97M-V functional and the def2-TZVPD basis.

Positions of all 7 atoms, in Å:
C (2.131, 0.109, 0.250)
N (2.277, 1.143, 0.684)
O (-1.849, 0.232, -1.484)
O (-2.207, -0.986, 0.669)
F (-0.755, 1.080, 0.647)
S (1.793, -1.295, -0.561)
S (-1.390, -0.283, -0.204)

The HOMO energy (spin up / spin down) comes out at -0.383 / -0.384 Ha. The value obtained for the LUMO energy (spin up / spin down) is -5.17 / -5.17 eV. Its HOMO-LUMO gap (spin up / spin down) is 5.26 / 5.27 eV. The energy above the lowest of the compared OMol25 structures with the same formula, charge and spin is 68.73 kcal per mole. As for the total charge: 0.

Entry 2:
Computed, not measured: one molecule with the formula CFNO4, with the ωB97M-V functional and the def2-TZVPD basis.

Positions of all 7 atoms, in Å:
C (0.052, 1.122, 0.644)
N (-0.155, -1.102, -0.708)
O (-1.027, -1.759, -1.098)
O (-0.248, 2.240, 0.737)
O (1.005, -1.189, -0.715)
O (-0.706, 0.150, -0.091)
F (1.079, 0.538, 1.230)

The HOMO energy comes out at -0.465 Ha. The value obtained for the LUMO energy is -0.26 eV. The SMILES is O=C(F)O[N+](=O)[O-]. Its HOMO-LUMO gap is 12.39 eV. The energy above the lowest of the compared OMol25 structures with the same formula, charge and spin is 0.00 kcal per mole. As for the total charge: 0.